1.
A 2-piece molecular cluster, CH3Br2PS overall at a distorted geometry. Source: the OMol25 dataset; level of theory: wB97M-V/def2-TZVPD.

The geometry in XYZ format:
```
8
Properties=species:S:1:pos:R:3:forces:R:3
C -1.602 -0.133 -0.173 2.554 -1.045 0.015
P 1.127 0.146 0.341 -1.000 -0.246 -0.924
S 1.730 -0.004 2.149 -0.154 0.199 -0.376
Br 1.939 -1.530 -0.994 -0.311 0.619 0.387
Br 1.764 2.010 -0.834 -0.229 -0.702 0.498
H -1.450 -0.909 -0.954 -0.324 0.856 0.628
H -1.624 -0.448 0.855 -0.348 -0.170 0.124
H -1.883 0.869 -0.390 -0.188 0.489 -0.354
```
Positions in Å, forces in eV/Å.

Calculated values
highest occupied orbital energy (spin up / spin down) = -0.3375 / -0.3284 Ha
net charge = 0
LUMO (spin up / spin down) = -2.4 / -1.4 eV

2.
C18H14BrN5O2Sr as an isolated structure at a distorted geometry. Source: the OMol25 dataset; level of theory: wB97M-V/def2-TZVPD.

The geometry in XYZ format:
```
41
Properties=species:S:1:pos:R:3:forces:R:3
Sr -3.519 -0.556 0.604 0.008 0.455 0.240
O 1.759 -2.907 -0.275 2.034 0.396 0.017
C 0.979 -3.784 -0.943 -0.122 -1.177 0.476
C 1.564 -4.936 -1.464 -3.513 0.473 -1.018
C 0.713 -5.832 -2.159 1.491 -0.235 0.010
C -0.640 -5.608 -2.204 -1.194 -0.003 0.373
C -1.188 -4.504 -1.525 -0.320 0.130 -0.086
C -0.399 -3.568 -0.897 -0.028 0.862 -0.109
C -0.959 -2.328 -0.116 3.080 -0.380 1.494
O -2.249 -2.268 0.075 -1.020 -0.412 -0.225
N -0.424 -1.042 -0.792 -1.292 -1.657 0.360
N -1.169 0.045 -0.525 0.102 -2.389 0.046
C -0.710 1.197 -0.623 -0.553 3.728 -0.960
C -1.550 2.442 -0.691 -0.939 -1.271 0.255
Br -3.497 2.243 -1.189 1.158 -0.301 0.467
C -1.172 3.702 -0.544 0.425 -0.209 0.045
C 0.192 4.132 -0.220 0.369 -1.129 1.444
C 0.686 5.301 -0.721 -0.982 1.158 -1.969
C 1.981 5.751 -0.590 0.205 -0.447 0.219
C 2.820 5.005 0.196 0.945 -0.696 0.589
C 2.340 3.832 0.796 -0.268 0.265 0.151
C 1.042 3.392 0.631 0.202 1.012 -1.191
H 2.692 -3.231 -0.381 -1.192 0.720 0.356
H 2.591 -5.003 -1.389 2.053 -0.623 -0.040
H 1.148 -6.713 -2.669 -0.301 0.583 0.429
H -1.336 -6.321 -2.676 0.581 0.397 0.146
H -2.258 -4.326 -1.446 0.064 -0.259 -0.220
H -0.329 -2.360 0.924 -1.287 0.062 -1.840
H 0.590 -1.107 -0.864 -0.044 1.140 0.188
H 0.279 1.491 -0.896 1.015 -0.477 -0.116
H -1.903 4.463 -0.691 -0.338 0.523 -0.199
H 0.038 5.816 -1.431 0.040 0.202 0.244
H 2.358 6.587 -1.149 -0.141 0.349 0.015
H 3.876 5.278 0.323 -0.529 -0.079 -0.017
H 2.933 3.223 1.440 0.733 -0.084 0.254
H 0.753 2.468 1.062 -0.393 -0.532 0.522
N -0.575 -0.725 6.517 0.178 -0.706 0.392
C -0.920 -0.307 5.500 -0.418 0.928 -0.232
N -1.196 0.419 4.433 -1.130 0.209 -1.376
C -2.236 0.342 3.663 3.462 -0.540 3.020
N -3.102 0.297 2.904 -2.143 0.015 -2.155
```
Positions in Å, forces in eV/Å.

Calculated values
highest occupied orbital energy = -0.2998 Ha
net charge = 0
LUMO = -0.9 eV